No. 1
15
Properties=species:S:1:pos:R:3 method="wB97M-V/def2-TZVPD" de_lowest_ev=2.425 mol_weight_da=116.18 smiles="C=CSC/C=C/O" lumo_energy_ev=0.91 orbital_gap_ev=9.53
C -2.76890 -0.74424 -0.74978
C -2.16837 -0.59733 0.42545
S -1.12649 0.77445 0.99290
C 0.10449 0.93277 -0.42364
C 1.54984 0.42939 -0.17131
C 2.04587 -0.02558 1.00337
O 3.39712 -0.33202 1.00035
H -3.00554 0.02499 -1.44880
H -3.13207 -1.67783 -1.09798
H -2.27174 -1.30794 1.18614
H 0.14373 2.03633 -0.69150
H -0.27364 0.24037 -1.19162
H 2.17341 0.69805 -1.01239
H 1.57736 -0.41448 1.97860
H 3.75493 -0.03695 0.20022

***

No. 2
70
Properties=species:S:1:pos:R:3 method="wB97M-V/def2-TZVPD" de_lowest_ev=0.000 mol_weight_da=639.45 lumo_energy_ev=-0.21 orbital_gap_ev=7.06
Ga 1.11437 0.41601 0.22405
C 4.43272 0.94214 2.92605
C 3.84520 1.73837 3.90111
C 2.52897 2.14420 3.75993
C 1.79232 1.74480 2.64281
C 2.36410 0.92023 1.67316
C 3.69263 0.53679 1.82329
C 0.37861 2.15799 2.44423
C -0.23162 3.11480 3.29603
C -1.52631 3.46709 3.09978
C -2.26290 2.87603 2.04910
C -3.61979 3.18880 1.80977
C -4.29573 2.59197 0.78563
C -3.62980 1.66417 -0.04128
C -2.31484 1.34997 0.16129
C -1.59759 1.94706 1.22242
N -0.28345 1.61296 1.43831
H 5.46614 0.63464 3.03054
H 4.41322 2.04671 4.76933
H 2.09328 2.76091 4.53435
H 4.14873 -0.09515 1.07148
H 0.34208 3.57065 4.08688
H -2.00497 4.20159 3.73667
H -4.10799 3.90864 2.45562
H -5.33550 2.82928 0.60354
H -4.16932 1.19525 -0.85509
H -1.79448 0.65661 -0.48163
C -2.18018 -2.16859 -6.14648
O -2.21535 -1.78808 -4.78090
C -1.03564 -1.63022 -4.13639
C 0.21311 -1.85624 -4.73659
C 1.34155 -1.66192 -3.97795
C 1.30010 -1.24687 -2.64006
C 2.52505 -1.12119 -1.87655
C 3.85941 -1.23777 -2.55736
O 2.52848 -0.89517 -0.65447
C 0.02966 -0.97077 -2.05907
O -0.13811 -0.48337 -0.85788
C -1.11814 -1.20277 -2.82522
H -3.21605 -2.21951 -6.46919
H -1.71380 -3.14804 -6.27340
H -1.64843 -1.42932 -6.74923
H 0.30162 -2.17286 -5.76386
H 2.30060 -1.83779 -4.44415
H 3.96206 -2.15872 -3.12917
H 4.63987 -1.18425 -1.80367
H 3.96058 -0.39297 -3.24352
H -2.08952 -1.00068 -2.39270
C -1.24116 -4.15054 4.60077
C -0.68462 -3.16668 3.61331
C 0.56496 -2.58673 3.78035
C 1.03689 -1.68984 2.83617
N 0.34931 -1.34703 1.74740
C -0.85159 -1.90859 1.57834
C -1.39902 -2.80535 2.47569
H -0.63611 -4.19077 5.50490
H -1.26784 -5.15103 4.16543
H -2.26232 -3.88732 4.87764
H 1.17490 -2.82408 4.64257
H 2.00726 -1.22393 2.95459
H -1.38202 -1.61853 0.68156
H -2.38103 -3.21970 2.28443
C -1.59297 2.22395 -3.30305
O -0.59042 2.19642 -2.28798
C 0.69320 2.12223 -2.65743
S 1.18302 2.05385 -4.22740
S 1.77685 2.15739 -1.29375
H -2.53787 2.25765 -2.76489
H -1.53160 1.33515 -3.92985
H -1.47279 3.10808 -3.92833

***

No. 3
144
Properties=species:S:1:pos:R:3 method="wB97M-V/def2-TZVPD" mol_weight_da=1179.35 lumo_energy_ev=-0.38 orbital_gap_ev=8.94
C -2.84190 -3.34455 -1.81557
C -3.65873 -2.21965 -2.45305
C -3.54105 -0.88946 -1.72021
C -3.65106 0.25177 -2.76470
C -4.63925 -0.64251 -0.71528
O -5.65552 -1.32847 -0.68570
O -4.58898 0.47472 0.12590
C -3.56536 0.59836 1.12346
C -2.39585 1.32898 0.47472
C -1.01024 1.28587 1.14665
C 0.08510 1.17112 0.06853
C 1.41832 0.79478 0.69361
O 1.98954 -0.32889 -0.03603
C 2.61733 -1.17395 0.84306
C 3.70253 -0.60156 1.71634
O 2.30920 -2.35256 0.88292
C -4.25425 1.43898 2.25462
Cl -5.41105 2.62177 1.58694
C -3.28770 2.12948 3.22308
C -2.97617 3.60634 2.95451
P -3.13182 -1.03753 1.87263
N -2.10741 -1.84349 1.02312
O -4.48580 -1.82858 2.11387
O -2.54752 -0.72150 3.35191
H -3.33569 -3.66817 -0.90240
H -2.70976 -4.17088 -2.50135
H -1.88320 -2.95844 -1.48753
H -3.22231 -2.07628 -3.44472
H -4.68196 -2.53625 -2.61895
H -2.54323 -0.81624 -1.30179
H -2.75038 0.23720 -3.36924
H -4.45914 -0.00554 -3.43560
H -3.82930 1.22434 -2.31945
H -2.69935 2.37079 0.42858
H -2.28542 1.02968 -0.55643
H -0.86862 0.46364 1.83611
H -0.84690 2.22198 1.67496
H 0.14504 2.14800 -0.39921
H -0.21389 0.44540 -0.67750
H 2.09565 1.63959 0.60493
H 1.29868 0.54939 1.74247
H 3.29112 -0.24182 2.65218
H 4.25684 0.19022 1.22841
H 4.38217 -1.40476 1.96588
H -4.85942 0.73544 2.81661
H -3.76444 2.11010 4.19919
H -2.35335 1.59925 3.33805
H -3.79585 4.23701 3.26885
H -2.09864 3.86051 3.54128
H -2.74187 3.81713 1.91765
H -1.25637 -2.00714 1.54270
H -4.33252 -2.70255 1.72837
H -2.17649 -1.55431 3.66704
C -2.77395 -2.00692 6.81910
N -1.74479 -3.04692 6.54384
O -2.01260 -3.90100 5.72462
O -0.70412 -2.96367 7.15424
H -3.64156 -2.20984 6.20268
H -3.02306 -2.05986 7.87402
H -2.33496 -1.04475 6.57232
C 4.52406 3.71273 -1.49956
N 3.37944 3.76233 -0.55347
O 3.62242 3.84166 0.63373
O 2.26846 3.71973 -1.03316
H 5.44363 3.76116 -0.93100
H 4.45001 2.77871 -2.05086
H 4.42837 4.55684 -2.16196
C 4.81755 -4.78676 3.20986
N 5.58514 -4.02696 4.23267
O 5.07406 -3.86137 5.32103
O 6.67845 -3.61842 3.91114
H 3.86656 -5.08204 3.63609
H 4.67043 -4.13077 2.35723
H 5.40903 -5.65508 2.93542
C 7.15641 -3.50907 7.80875
N 7.61372 -2.92857 9.10179
O 6.92760 -2.06982 9.61047
O 8.64970 -3.35906 9.55982
H 6.22752 -3.03508 7.52228
H 7.93226 -3.32039 7.07357
H 7.02029 -4.57488 7.96202
C 4.64045 8.29447 -0.29736
N 5.61159 7.27200 -0.76855
O 5.24640 6.47890 -1.61303
O 6.71691 7.29320 -0.27568
H 3.70369 8.14848 -0.82133
H 4.51599 8.15645 0.77200
H 5.06631 9.26930 -0.51521
C -8.15236 3.20090 3.90966
N -7.40538 3.89583 4.99532
O -7.97196 4.06412 6.05243
O -6.27237 4.24481 4.74572
H -9.13887 2.95075 4.28022
H -8.20967 3.87862 3.06423
H -7.59140 2.30950 3.64886
C 2.52683 -8.05373 5.27739
N 2.79298 -8.06259 3.81142
O 3.64967 -8.81337 3.39900
O 2.13045 -7.30943 3.13299
H 3.18853 -8.76977 5.74883
H 2.71511 -7.04664 5.63754
H 1.48596 -8.32579 5.41998
C -4.06717 -2.45415 -7.54988
N -3.86864 -2.02905 -6.13966
O -4.63007 -1.20222 -5.69257
O -2.95057 -2.54560 -5.53591
H -4.91352 -1.91144 -7.94938
H -3.15830 -2.21717 -8.09495
H -4.25360 -3.52137 -7.54675
C 3.26933 -0.82936 -2.85361
N 2.98415 -0.12268 -4.13212
O 2.12972 0.73552 -4.12929
O 3.63259 -0.45515 -5.10370
H 2.62200 -0.43418 -2.08084
H 3.07879 -1.88652 -3.02091
H 4.31527 -0.65582 -2.61521
C 8.71372 9.96167 -0.38113
N 7.71859 11.06537 -0.46590
O 8.04906 12.08894 -1.01406
O 6.62709 10.85748 0.02807
H 9.62987 10.28827 -0.85745
H 8.87277 9.74622 0.67050
H 8.28948 9.10208 -0.88905
C 3.97142 -3.95770 -6.59051
N 2.84021 -3.96937 -5.62399
O 3.10897 -3.95817 -4.44083
O 1.72501 -3.98424 -6.08808
H 4.89887 -3.94204 -6.03204
H 3.88991 -4.85487 -7.19601
H 3.86457 -3.06621 -7.20020
C -8.64654 -3.04230 -7.56862
N -7.60672 -4.02483 -7.98114
O -7.84418 -4.74348 -8.92372
O -6.58158 -4.03260 -7.33278
H -9.49739 -3.14757 -8.23011
H -8.91459 -3.26630 -6.54104
H -8.20703 -2.05240 -7.64432
C -1.98519 2.83153 -5.62415
N -3.31782 2.34787 -6.07991
O -4.24249 2.43275 -5.30637
O -3.37866 1.89303 -7.20304
H -2.08434 3.20229 -4.61140
H -1.30017 1.99042 -5.66923
H -1.67549 3.61863 -6.30425